Computed, not measured: a structure of composition C34H53BrN2OsP2 in a non-equilibrium geometry, with wB97M-V/def2-TZVPD.

Geometry as XYZ:
```
93
Properties=species:S:1:pos:R:3:forces:R:3:lowdin_spin:R:1
Os 0.338 0.013 0.447 -1.4 -1.4 0.0 1.764
Br 5.927 -0.758 -1.276 -0.2 0.5 2.5 0.184
P -0.654 2.036 -0.067 -0.7 3.3 -0.5 0.105
P 1.338 -0.493 -1.628 0.6 -0.6 -1.4 0.115
N -3.862 -1.386 0.043 0.9 0.0 0.5 0.006
N -2.267 1.129 5.602 -0.1 0.2 0.0 0.056
C 1.940 -2.231 -1.582 -0.3 0.0 0.4 0.005
C 2.762 0.631 -1.877 0.1 0.1 0.6 0.024
C 3.397 0.764 -3.262 0.1 0.0 -0.3 0.011
C -0.107 -4.294 0.724 0.3 -0.1 0.5 0.007
C 0.473 3.190 -0.975 0.1 -0.2 -0.2 0.053
C -1.196 1.870 5.332 0.5 -0.4 -0.6 -0.006
C -2.538 -1.134 -0.695 -0.6 0.4 -0.4 0.026
C 3.177 -2.559 -2.400 0.5 0.0 -0.2 0.003
C 3.181 -1.034 1.827 1.2 -1.3 -0.9 0.049
C -2.489 2.628 2.053 -0.2 -0.1 0.1 0.001
C -0.273 1.516 4.327 -0.5 0.1 0.1 0.056
C -2.502 0.017 4.906 0.4 -0.1 -0.6 -0.009
C 1.480 0.790 2.049 0.7 -0.3 1.6 0.087
C -4.693 -2.432 -0.605 -0.3 -0.3 -0.2 0.000
C -1.561 -2.205 -0.352 0.3 -0.3 -0.6 0.088
C -1.687 -0.388 3.837 -0.1 0.2 0.6 0.048
C -2.230 2.279 -1.040 -0.3 -0.9 0.1 0.010
C 3.844 1.315 1.590 1.5 0.0 -0.6 0.046
C 4.949 0.927 0.845 -1.0 1.3 0.9 0.052
C -1.737 -3.497 -0.848 -0.2 0.2 0.0 0.001
C -0.483 -1.906 0.520 -0.3 0.3 0.2 0.147
C 0.470 -0.137 2.560 0.6 0.6 2.4 0.198
C 4.948 -0.393 0.393 2.4 -0.6 -2.7 0.208
C -0.544 0.376 3.552 0.2 -0.3 -0.7 0.050
C 0.276 -0.364 -3.105 -0.5 0.3 0.2 0.036
C 2.867 0.335 1.885 -1.4 0.9 -0.2 0.204
C -4.663 -0.150 0.265 -0.1 0.3 0.0 0.000
C 4.240 -1.423 1.002 -1.4 -0.3 1.3 0.080
C -1.001 -4.550 -0.313 0.0 -0.1 -0.2 0.087
C 0.771 -1.056 -4.371 0.2 -0.2 -0.3 0.014
C -1.154 3.019 1.427 0.4 -0.1 0.3 0.024
C 1.602 3.773 -0.130 0.2 0.2 0.1 0.004
C -2.189 1.995 -2.530 -0.1 -0.1 -0.4 0.001
C 0.135 -2.992 1.160 0.1 -0.4 -0.4 0.082
H 1.086 -2.859 -1.888 0.1 0.2 0.1 0.000
H -0.353 2.920 2.172 -0.3 0.1 -0.2 0.000
H -3.350 2.833 1.403 0.3 0.1 0.2 0.000
H 2.495 1.624 -1.488 0.0 -0.3 -0.1 0.004
H 0.056 -0.839 -5.174 0.2 -0.1 0.1 0.003
H -4.218 -3.406 -0.486 -0.2 0.2 0.0 0.000
H -2.157 -0.156 -0.361 -0.4 -0.4 0.0 0.010
H 0.640 2.103 4.203 -0.3 -0.2 0.1 0.002
H 3.510 0.241 -1.180 -0.3 0.1 -0.2 0.000
H 0.142 0.714 -3.286 0.0 -0.3 0.1 0.000
H -2.021 0.937 -2.756 -0.1 0.2 0.1 0.000
H -2.466 -3.671 -1.647 0.3 -0.1 0.4 0.000
H 1.753 -0.690 -4.694 -0.4 -0.1 0.1 0.000
H -3.019 1.683 -0.557 0.3 0.3 -0.2 0.000
H 2.609 -1.773 2.386 0.1 0.2 -0.4 0.000
H 0.784 -1.144 2.856 -0.1 0.4 -0.4 0.012
H -2.785 -1.059 -1.766 -0.1 -0.1 0.4 0.001
H 1.216 4.368 0.708 0.1 -0.1 -0.2 0.000
H -1.416 2.582 -3.041 -0.2 -0.1 0.1 0.000
H 2.130 -2.470 -0.525 -0.1 0.0 -0.3 0.001
H -0.152 3.997 -1.386 0.0 -0.2 0.2 0.007
H -2.500 1.568 2.336 -0.1 0.2 -0.1 0.000
H 0.874 2.639 -1.840 -0.2 0.2 0.2 0.000
H -4.121 0.518 0.943 -0.1 -0.1 -0.2 0.000
H -2.520 3.327 -0.877 0.4 -0.1 0.2 0.000
H -1.019 2.775 5.919 -0.2 -0.3 0.0 0.000
H 2.266 2.998 0.276 -0.2 0.1 -0.1 0.002
H 4.289 1.398 -3.162 -0.2 -0.1 -0.1 0.002
H -4.807 -2.175 -1.662 -0.1 -0.1 0.2 0.000
H 3.696 2.346 1.919 0.1 -0.3 -0.2 0.000
H -1.156 -5.563 -0.686 0.1 0.3 0.1 0.004
H 0.835 -2.827 1.972 0.0 -0.2 -0.2 0.006
H 0.424 -5.124 1.192 -0.2 0.2 -0.1 0.000
H -0.704 -0.774 -2.816 0.2 0.1 -0.1 0.002
H 3.416 -3.625 -2.282 -0.1 0.2 -0.1 0.000
H 2.213 4.441 -0.755 -0.2 -0.2 0.2 0.001
H 2.726 1.246 -3.983 0.2 -0.1 0.2 0.001
H -3.363 -0.583 5.200 0.1 0.2 0.0 -0.001
H -5.608 -0.445 0.730 0.2 0.2 -0.1 0.000
H -3.583 -1.744 0.973 -0.2 0.1 -0.4 0.001
H -1.907 -1.303 3.287 0.1 0.2 0.1 0.002
H -2.635 3.195 2.981 0.0 -0.1 -0.3 0.001
H -1.171 4.078 1.130 0.1 -0.3 -0.2 0.003
H 4.488 -2.463 0.814 0.0 0.1 0.0 0.001
H 5.727 1.623 0.547 -0.1 0.0 -0.1 0.000
H 3.063 -2.350 -3.472 0.0 -0.1 0.4 0.000
H -3.157 2.267 -2.971 0.3 0.0 0.1 0.001
H 3.730 -0.200 -3.669 -0.2 0.3 0.1 0.001
H 4.046 -1.998 -2.025 -0.6 -0.4 -0.4 0.002
H -5.664 -2.432 -0.107 0.1 -0.1 -0.1 0.000
H -4.845 0.322 -0.707 -0.1 -0.1 0.3 0.000
H 1.379 1.856 2.268 0.0 -0.3 -0.2 0.014
H 0.821 -2.146 -4.257 0.0 0.3 0.0 0.000
```
Positions in Å, forces in eV/Å.

Calculated values
Kohn-Sham gap (spin up / spin down): 6.2 / 4.2 eV
2S+1: 5
total charge: +4
calculated total energy: -130141.484 eV
LUMO energy (spin up / spin down): -0.48052 / -0.55440 hartree

=====

Computed, not measured: a structure of composition C34H53MgN4OP2S in a non-equilibrium geometry, with wB97M-V/def2-TZVPD.

Geometry as XYZ:
```
96
Properties=species:S:1:pos:R:3:forces:R:3:mulliken_charge:R:1
S -0.388 -3.165 -0.041 -1.0 0.1 -0.2 -0.371
P -1.438 1.027 -1.915 0.3 -0.2 -0.1 0.328
P 0.915 -0.831 2.551 -0.1 -1.9 -0.6 0.084
Mg -0.395 -0.434 0.277 1.3 -0.3 -0.7 3.035
O -3.486 0.180 1.245 4.5 -1.3 -2.9 -0.344
N -0.010 1.548 0.934 0.5 -0.5 -1.4 0.589
N -3.106 -3.072 0.287 0.7 0.3 -0.3 0.155
N 1.353 -0.431 -1.031 4.1 3.9 -4.0 -0.390
N -2.219 -4.979 0.863 0.9 0.2 -0.2 -0.129
C 0.523 3.832 0.277 1.0 -0.1 0.4 -0.765
C -1.418 -1.818 3.715 0.2 -0.1 0.1 -1.436
C 3.126 2.476 -2.648 0.0 -0.9 0.0 0.217
C 0.562 0.755 3.241 -0.4 1.5 0.4 -1.799
C -1.123 0.390 -3.769 -0.3 0.1 0.7 1.662
C 2.825 -0.974 2.469 -0.6 -0.5 0.3 1.915
C 0.105 -2.020 3.819 1.0 0.7 -0.7 1.802
C -2.765 2.358 -1.816 -1.1 -0.3 -0.8 2.139
C 5.215 0.789 -3.488 -0.2 0.3 0.0 -0.743
C 0.561 -1.674 5.241 -0.3 -0.4 0.2 -1.610
C -0.131 1.304 -4.500 -0.2 -0.2 -0.2 -1.524
C 5.349 2.172 -3.654 -0.3 -0.2 0.1 -0.458
C -2.753 3.110 -0.473 0.2 0.0 0.0 -1.829
C 0.370 1.834 2.188 0.0 1.5 0.2 -0.206
C -2.470 0.343 -4.515 0.2 0.0 0.0 -1.739
C -2.476 -0.109 0.711 -5.3 1.3 3.7 -0.627
C -2.504 3.401 -2.924 -0.5 0.6 -0.1 -1.371
C 4.305 2.985 -3.221 -1.1 0.1 0.4 -0.774
C -0.169 2.147 -1.486 2.1 0.5 2.0 -0.868
C 0.173 2.477 -0.105 -1.2 0.1 -1.2 -0.765
C 2.024 0.314 -1.730 -3.9 -3.1 3.7 0.321
C -3.634 -5.191 1.112 -0.2 -0.6 0.1 -0.552
C 3.449 -0.997 3.879 0.3 0.0 -0.2 -1.587
C 3.336 0.219 1.649 -0.1 0.0 0.1 -1.900
C -4.156 1.703 -1.940 -0.4 0.3 -0.2 -1.479
C -0.583 -1.072 -3.707 -0.2 0.3 0.1 -1.323
C -1.938 -3.754 0.366 -0.1 -0.1 0.1 0.319
C 0.743 4.138 1.614 -0.3 0.2 -1.2 -1.048
C -4.248 -3.848 0.728 -0.7 0.4 0.1 -0.534
C 3.002 1.070 -2.500 0.8 -0.4 0.6 0.286
C 3.155 -2.273 1.682 0.0 0.1 0.1 -1.283
C 4.063 0.243 -2.892 1.0 -0.2 -0.8 -0.700
C 0.641 3.134 2.575 0.2 -0.8 0.5 -0.712
C 0.485 -3.462 3.441 -0.3 0.0 0.2 -1.711
H 2.918 0.187 0.641 0.1 0.1 0.2 0.156
H 2.790 -3.185 2.183 0.2 0.5 -0.2 0.250
H -3.177 -0.314 -3.980 0.1 0.3 -0.3 0.291
H 6.029 0.157 -3.822 -0.2 -0.2 0.1 0.394
H -4.722 -3.380 1.596 0.0 0.0 -0.1 0.267
H -1.507 -5.698 0.990 -0.4 0.6 -0.1 0.267
H 4.254 -2.358 1.578 -0.4 0.0 0.0 0.487
H 0.447 -0.603 5.473 0.0 -0.4 0.0 0.255
H 1.595 -1.981 5.440 -0.4 0.1 -0.1 0.305
H 4.429 0.152 1.558 -0.2 0.0 0.1 0.663
H -0.139 -4.134 4.051 0.2 0.0 -0.1 0.506
H -3.666 3.721 -0.402 0.1 -0.3 -0.1 0.684
H -2.306 -0.082 -5.524 -0.1 0.1 0.4 0.548
H 0.283 -3.664 2.374 0.2 0.1 0.6 0.119
H -0.499 -1.455 -4.752 -0.1 0.2 0.7 0.526
H 2.699 -2.222 0.677 0.3 -0.1 0.4 0.117
H -1.873 -2.589 4.353 -0.1 0.2 -0.1 0.652
H -3.191 -2.208 -0.241 0.1 -0.6 0.2 0.076
H 3.287 -1.963 4.391 0.1 0.5 -0.3 0.292
H -3.006 3.165 -3.883 0.3 0.1 0.6 0.271
H 0.824 3.306 3.631 0.2 0.2 -0.2 0.559
H 2.287 3.089 -2.309 0.5 0.0 -0.1 0.397
H 4.016 -0.851 -2.764 -0.1 0.7 0.0 0.398
H 0.851 1.282 -4.002 -0.4 0.1 -0.3 0.264
H 1.364 1.090 3.896 0.2 0.1 0.0 0.604
H -0.507 2.340 -4.560 0.3 -0.4 0.0 0.189
H 3.077 -0.177 4.517 0.1 -0.3 -0.2 0.288
H -4.029 -6.008 0.501 0.1 0.1 0.1 0.314
H 6.239 2.646 -4.107 -0.6 -0.6 0.3 0.382
H 0.212 2.783 -2.288 -0.2 0.2 0.6 0.601
H 4.541 -0.861 3.778 -0.3 -0.1 0.1 0.495
H -1.914 3.805 -0.407 -0.1 -0.2 0.1 0.401
H 4.371 4.061 -3.302 0.1 0.0 -0.1 0.430
H 1.005 5.151 1.935 -0.1 -0.3 -0.3 0.404
H -4.287 0.894 -1.199 0.1 0.3 -0.3 0.107
H 1.543 -3.679 3.664 -0.5 0.1 0.0 0.315
H -0.096 -2.238 5.916 0.2 0.2 0.2 0.556
H -4.326 1.290 -2.944 0.0 0.1 0.4 0.293
H -1.303 -1.706 -3.139 0.6 0.3 -0.4 0.166
H 3.085 1.185 2.098 0.1 -0.1 0.0 0.275
H -3.812 -5.432 2.165 0.0 0.0 -0.2 0.309
H 0.409 -1.137 -3.223 -0.6 0.0 -0.3 0.170
H -1.427 3.568 -3.109 -0.7 -0.1 0.1 0.084
H 0.698 4.599 -0.496 -0.3 -0.5 0.4 0.491
H -4.990 -3.920 -0.070 0.1 -0.1 0.1 0.357
H -0.310 0.749 3.896 -0.2 -0.3 -0.1 0.749
H -2.904 1.347 -4.640 0.1 -0.5 0.0 0.240
H -1.727 -0.835 4.100 0.0 -0.3 -0.1 0.304
H -2.727 2.444 0.390 0.0 0.1 0.0 0.066
H -2.906 4.368 -2.557 0.1 -0.4 -0.4 0.451
H -4.942 2.458 -1.737 0.3 -0.4 -0.2 0.490
H -0.024 0.935 -5.541 0.1 0.2 0.5 0.525
H -1.809 -1.940 2.695 0.2 0.0 0.2 -0.073
```
Positions in Å, forces in eV/Å.

Calculated values
Kohn-Sham gap: 5.9 eV
total charge: +1
calculated total energy: -78979.606 eV
LUMO energy: -0.09306 hartree